Below is 2 unconnected molecules or ions with the total composition C27H39ClN5O3S2 at a distorted geometry, with properties calculated with ωB97M-V with the def2-TZVPD basis set.

```
! RIJCOSX wB97M-V def2-TZVPD def2/J DEFGRID3
* xyz 1 1
H -4.1799 2.1188 0.1707
O -0.8883 1.5167 5.3156
H -2.4598 0.1396 3.4152
C -1.1769 -3.9023 0.2649
C -2.8582 1.9670 -1.2515
C 1.6368 -1.2244 -1.8101
C -1.2245 2.5109 -2.6354
C -1.6961 -0.2049 2.7375
H -0.8510 0.4426 0.9076
N -0.2269 -3.5326 1.2118
H 0.6872 1.2878 7.3576
C 4.1267 -1.1670 -1.9058
H -2.6629 -0.4877 -2.1943
H -2.2666 0.4561 -3.6159
H -0.7814 -1.5670 -3.0214
C -2.4364 3.3633 -3.0448
H 1.8008 -4.2883 1.4983
C -1.2782 1.1463 6.4058
O -2.1518 2.0586 -6.2349
C -2.1906 0.2677 8.9824
S 0.8574 -2.2079 3.2279
S -1.9707 -1.9539 2.4094
N -3.3623 3.0527 -1.9150
H 2.8540 -0.4422 -3.4206
H -1.0302 -5.3940 -1.3176
C -0.3423 -2.6134 2.2252
C 2.8453 -0.4495 -2.3368
C -0.5976 -4.8634 -0.5007
H -2.1566 -3.4868 0.2277
O -2.5779 -0.1015 10.0660
C -0.3451 1.0267 7.5514
H 3.8977 -2.2266 -1.9297
H -2.2203 4.4171 -2.9792
H 1.4871 -2.0761 -2.4566
H 6.5588 -0.7583 -1.0641
H -2.7378 -0.3991 -0.0120
C -2.9559 0.4105 0.6607
H -3.6121 2.0609 -4.2784
H -0.7374 -0.0848 3.2144
C 7.8133 -0.3717 -2.8143
H 7.5833 -0.5035 -3.8588
C -1.9253 0.1733 -2.6262
C 0.3758 -0.3677 -1.6601
H 1.9190 -1.5357 -0.8147
H -0.1021 0.5238 9.5945
H 8.3989 0.5222 -2.6645
C -0.7662 0.6190 8.7453
C 0.8859 -4.3258 0.9520
C 5.3430 -0.8943 -2.8122
N -1.7381 1.4201 -1.8141
H 2.8357 0.5644 -1.9564
C -3.1261 0.3888 7.8313
H -3.9434 3.7587 -4.5110
H -0.5678 3.1419 -2.0516
C -2.7012 0.7966 6.6396
H 5.6524 -1.8241 -3.2684
H -4.2841 2.8277 -2.2739
C -2.2497 3.0025 -5.5358
H 6.2260 0.7676 -1.8728
N 0.6878 -5.1121 -0.0636
H -3.7857 0.1659 1.3052
H 5.0314 -0.1821 -3.5659
H 8.3724 -1.2199 -2.4501
C -0.5710 -0.5258 -2.8254
H 0.6861 0.6560 -1.5045
C -1.7179 0.6931 1.5004
H -3.3666 0.8932 5.7907
N -3.3961 1.5679 -0.1430
H -1.6541 1.7198 1.8347
Cl -1.3190 4.4516 -5.8428
H -0.1045 -0.0928 -3.7035
H -4.1589 0.1283 8.0239
C 6.4972 -0.2703 -2.0258
H -0.6562 2.2304 -3.5096
H -0.1328 -0.7034 -0.7613
C -3.1523 3.0353 -4.3431
H 4.3348 -0.9304 -0.8698
*
```

The total energy is -2808.01198 hartree. The value obtained for the HOMO-LUMO gap is 8.0 eV. As for the maximum force: 1.30 eV/Å.

Results of the Löwdin charge analysis, in e, for atoms 1 through 6: 0.175 0.080 0.064 -0.099 -0.305 -0.197

=====

Below is 7 unconnected molecules or ions with the total composition C27H39FO15 at a distorted geometry, with properties calculated with ωB97M-V with the def2-TZVPD basis set.

```
! RIJCOSX wB97M-V def2-TZVPD def2/J DEFGRID3
* xyz 0 1
C 2.6777 -4.5180 -2.6177
C 1.3125 2.8070 -4.7507
C 1.0316 -5.7187 -1.4469
H 1.6402 0.0197 6.5931
C -3.2424 -2.3378 -1.8238
C -1.5803 0.3636 5.7383
O -0.1744 4.1741 3.5589
O -0.7167 -5.1660 -3.0892
H 0.8729 0.0620 -3.0128
C 0.9884 -1.6716 0.0813
H 3.3016 -0.8235 1.9792
C 0.4264 -5.0670 -2.6711
H -1.8367 2.4249 -1.9247
C 0.6430 5.1170 1.5616
H 1.5846 -0.9280 2.5117
H 0.9363 1.6313 6.0827
O 0.5774 0.0206 4.8311
H -2.9969 -4.3642 -2.4662
H -4.3500 -3.5243 -3.3964
O 1.4403 -4.2597 -3.2413
C -2.3397 -2.8223 -3.9594
C 2.2829 -0.8428 1.6799
H -4.0807 -2.3176 -1.1353
C 1.1422 0.5853 -3.9211
O 2.0015 -2.0264 0.8865
C 1.9209 0.2571 0.8361
H 0.2725 2.4150 -3.0467
O -2.6861 -1.3775 -3.9170
C 2.5621 -5.8016 -1.7414
H 2.9705 -3.6872 -2.0480
H 3.1790 -5.7949 -0.8505
C -1.6812 1.7890 -1.0414
H 0.8695 -0.0086 -4.7873
H 2.7305 -6.6000 -2.4768
H -1.3284 0.8364 -1.4779
H 0.8488 6.1764 1.3006
H 2.5135 3.7639 1.7628
C -2.1565 1.6286 1.3208
C -0.5842 0.1704 6.8598
C -3.2708 -1.0441 -2.7898
H -2.7013 2.0872 2.0994
H -1.4707 5.0436 2.1646
O 2.5418 2.2578 -4.7496
H -3.2489 0.6709 -0.2706
C -0.4773 2.2749 -0.1853
H -2.0725 0.5571 1.5872
O -0.8342 2.2857 1.1449
C -0.5094 5.1913 2.6116
O 0.6080 2.5900 -0.5860
O 0.2954 -2.4557 -0.4917
O -1.1601 -0.6548 3.5898
C 1.0822 3.7039 3.4041
H -2.2553 -2.4193 -1.3069
C 2.5979 1.1006 -3.9025
H 0.3420 4.5420 0.6870
H 3.3553 0.4546 -4.2673
H -3.5369 2.4549 -0.2511
H -0.6751 6.1261 3.1704
H 2.4586 5.1928 2.8139
C -3.3389 -3.4547 -2.8944
H -0.6145 -0.8422 7.2527
H 3.5034 -4.6679 -3.3254
H -2.4851 -0.1898 5.8232
H 0.7109 -4.9821 -0.7052
H 1.5693 1.1999 1.3279
H -0.5311 1.9247 -4.4753
H 0.5767 -6.6851 -1.2113
O -3.7254 0.0304 -2.5691
O 1.5189 2.7778 4.0627
H -1.7891 1.4260 5.6024
H 2.7719 1.4526 -2.8857
H -0.7569 0.8362 7.7356
O 0.8295 -0.3352 0.1227
H -2.5232 -3.0206 -4.9966
H -1.2657 -2.8592 -3.7325
O 1.0840 3.8611 -5.3488
C -2.8699 1.6571 -0.0557
C 0.7679 0.5523 6.1855
C 0.4094 1.9986 -3.9914
C -0.7276 -0.1339 4.6060
F 2.9943 0.4137 -0.0316
C 1.8494 4.4962 2.2912
*
```

As for the SMILES: O=C1OC[C@@H](F)O1.O=C1CCCO1.O=C1CCCO1.O=C1CCCO1.O=C1CCCO1.O=C1CCCO1.O=C1CCCO1. The total energy is -2280.73335 hartree. The value obtained for the HOMO-LUMO gap is 10.2 eV. As for the maximum force: 4.19 eV/Å.

Results of the Löwdin charge analysis, in e, for atoms 1 through 6: -0.197 -0.492 -0.080 0.129 -0.053 -0.075

=====

Below is a molecular structure, C27H39GeNO8RuS at a distorted geometry, with properties calculated with ωB97M-V with the def2-TZVPD basis set.

```
! RIJCOSX wB97M-V def2-TZVPD def2/J DEFGRID3
* xyz 1 2
H 6.8666 -2.7215 -0.9970
H -4.5347 -1.2578 3.6612
C -2.1230 1.6645 3.0990
C -0.5091 -2.2383 -2.7234
O -2.1746 -0.2938 -2.0006
H 0.0070 -3.0228 -3.2774
H 7.8351 -2.4506 0.4536
H -0.3760 -4.2193 -0.1942
H -1.3949 2.4166 2.8368
H -4.9878 -1.3168 -2.9497
H 6.8860 -0.2648 -1.4816
O -0.8637 -2.6728 -1.4198
C 7.6135 -2.0670 -0.5449
H -4.7016 0.7776 5.0675
H 1.3000 0.2367 -3.6637
H 3.0087 0.1877 4.7512
H 5.2251 1.0112 2.7975
H -6.0138 4.7480 -4.7039
H -5.2420 -0.7692 -4.6066
C -4.7226 0.8023 -3.2437
H -7.3113 4.4396 -3.5591
Ge 3.0518 -1.0044 0.9930
C -2.8829 -0.5186 2.5250
O 2.1608 -2.3800 -0.0442
C 4.2564 1.1458 3.2812
H -3.4324 4.2018 -0.4772
H 7.9693 0.0098 -0.1329
C 4.1057 -1.3689 3.7665
C -3.4122 3.1132 -0.4746
C 4.0022 0.0533 4.3126
C -3.8596 -0.4244 3.5302
C 7.1450 -0.6176 -0.4786
C -3.0637 1.7763 4.0764
H 4.0585 -2.0626 4.6083
H -3.6057 -0.9001 -3.9553
C 2.9782 -1.7300 2.7905
C -4.6320 -0.6256 -3.7170
O -3.1030 0.2560 -0.1539
H -5.0890 4.4617 -2.0506
C -6.6029 3.9583 -4.2344
H -7.1660 3.4486 -5.0142
C 0.1497 -3.4718 -0.7854
H 8.5213 -2.1572 -1.1409
H -6.1405 1.3295 -4.7501
H 5.0832 -1.5224 3.3008
H 5.7825 0.6716 0.5680
H -3.1194 2.6866 4.6536
C -3.9457 0.7052 4.2978
C -5.7100 3.0046 -3.4903
C -4.9892 3.4338 -2.3821
C 5.9506 -0.4016 0.4519
C 0.3310 -0.9841 -2.6231
H 4.2571 2.1330 3.7431
N -2.0518 0.5286 2.3692
H -1.4247 -1.9751 -3.2462
H 0.7924 -3.9523 -1.5200
Ru -1.2963 -0.8317 0.0765
H 2.9359 -2.8125 2.6414
H 6.2032 -0.7915 1.4419
H 4.4072 -0.6551 -1.0421
C -4.1468 2.5832 -1.6807
H 4.7170 0.1662 5.1301
S -2.6589 -1.8760 1.4969
H 2.0972 0.1520 0.7125
O 0.5156 -0.3895 -1.5772
C -4.0115 1.2633 -2.1311
O 0.2626 -2.0452 1.0839
C -3.0766 0.3630 -1.4196
O -1.0371 0.4600 1.4636
H -2.3708 2.7887 -0.4494
C 0.9206 -2.5623 0.1585
C -5.5729 1.6839 -3.8973
H -3.8784 2.7625 0.4478
H 2.0129 -1.4326 3.2052
C 4.6754 -1.0686 -0.0655
H 3.4842 1.1778 2.5046
H 4.8340 -2.1401 -0.2161
O 0.8316 -0.6057 -3.7820
*
```

As for the expectation value of S²: 0.76. The total energy is -4278.71921 hartree. The value obtained for the HOMO-LUMO gap (alpha / beta) is 8.0 / 7.8 eV. As for the maximum force: 1.23 eV/Å.

Results of the Löwdin charge analysis, in e, for atoms 1 through 6: 0.064 0.120 -0.004 -0.086 -0.052 0.152

=====

Below is a molecular structure, C27H39MgN5O5SSi at a distorted geometry, with properties calculated with ωB97M-V with the def2-TZVPD basis set.

```
! RIJCOSX wB97M-V def2-TZVPD def2/J DEFGRID3
* xyz 0 1
C 2.9883 0.1070 -4.6917
C 4.4811 -3.8776 3.3868
C -0.1454 1.1368 2.5632
H -1.0256 0.8965 1.9735
C 3.0466 -3.7504 3.8948
H -0.5339 3.6083 -3.7153
H -6.3856 -2.0507 -1.2033
C -0.5186 0.7048 -0.7367
C 1.9916 -4.1455 2.8640
N 0.9090 0.1787 2.2351
H 2.8800 -3.4024 1.0290
H 4.6979 -4.9047 3.0821
C 0.5807 1.7492 4.9722
H 0.2107 2.1092 2.2211
H 1.2552 4.3746 0.1009
N -2.5826 -1.7119 -0.6874
C -5.3145 -1.9783 -1.0635
H -2.9756 4.1003 -0.3002
C -4.5143 -3.0969 -0.9091
C 2.0005 0.3861 -5.6168
H -1.3940 1.8155 4.1221
H 1.7232 4.0029 -1.5634
N -4.9732 1.6735 -1.4121
O -0.1219 -2.4291 -2.0746
C -1.2430 4.0445 -3.0060
H 2.1649 -5.1754 2.5369
C -0.5927 1.9110 -0.9603
H 1.3181 -0.1285 5.7715
H 0.1037 2.0442 5.9099
H -2.2281 3.6189 -3.2178
Si -0.7067 3.7047 -1.2529
C 0.9604 4.4867 -0.9468
H 5.1970 -3.5999 4.1618
C 2.6474 -0.6097 -3.5580
H 3.3882 -0.8194 -2.7975
C 1.3434 -1.0533 -3.3787
H -1.2915 5.1215 -3.1924
H -1.9379 5.5146 -0.0715
C 0.7518 -1.1427 2.0960
O 1.4412 1.5796 -7.5109
N 1.8809 -1.8422 1.9124
H 2.7249 -1.3079 1.7779
O -6.8165 0.3819 -1.2140
C 0.9400 -1.7304 -2.0989
H 1.1369 -3.5508 0.9800
H 0.9921 2.6662 4.5359
H 2.8603 -2.7240 4.2240
C 0.6952 -0.0426 -5.4618
C 1.9725 -3.2678 1.6145
O 1.5677 -1.4591 -1.0368
C -0.5009 1.1891 4.0455
H 1.0023 -4.1152 3.3246
N 2.3520 1.1878 -6.8094
H -2.4858 -3.7684 -0.6260
C -1.9564 4.4199 -0.0578
H -0.6351 -1.1392 -4.1732
C -4.7293 -0.7216 -1.0429
H 2.4245 1.2290 5.9954
H -4.9337 -4.0935 -0.9299
H 2.9207 -4.3807 4.7776
H 3.9947 0.4589 -4.8631
H -3.9743 1.7710 -1.4447
C 1.7143 0.7756 5.3022
H -1.7426 4.0900 0.9638
H -2.8360 0.3069 -0.7889
Mg -0.4494 -1.3568 -0.3818
H 0.9524 5.5541 -1.1862
H 4.6692 -3.2319 2.5240
H -5.5448 2.4917 -1.5280
H -0.0399 0.2004 -6.2148
C -3.1534 -2.9206 -0.7306
C 0.3721 -0.7791 -4.3347
C -5.6052 0.4865 -1.2272
H -0.7934 0.1874 4.3757
H 1.8028 0.5628 1.9730
S -0.7898 -1.8869 2.1288
C -3.3641 -0.6375 -0.8399
O 3.5103 1.5344 -6.9322
H 2.2689 0.4697 4.4135
*
```

The total energy is -2590.08082 hartree. For the energy relative to the best compared isomer or geometry (same formula, charge and spin), the calculation gives 2.4 kcal per mole. The value obtained for the HOMO-LUMO gap is 8.6 eV. As for the maximum force: 1.15 eV/Å.

Results of the Löwdin charge analysis, in e, for atoms 1 through 6: 0.011 -0.109 -0.215 0.080 -0.264 0.030

=====

Below is 9 unconnected molecules or ions with the total composition C27H39N9O6 at a distorted geometry, with properties calculated with ωB97M-V with the def2-TZVPD basis set.

```
! RIJCOSX wB97M-V def2-TZVPD def2/J DEFGRID3
* xyz 0 1
H -1.5336 6.6387 3.9342
C -1.9802 5.6910 3.6718
N -3.4325 0.2650 -1.6169
C -0.3848 3.1977 -1.9064
H 3.0449 -3.7477 -3.5331
C 3.4147 3.0545 1.6708
N -2.0093 3.7141 2.6805
C 0.3138 -6.6755 2.0026
H 4.9652 -1.5837 -4.2258
C 1.9902 3.2439 1.8959
C 3.6738 -0.4613 -2.8421
H -3.1289 -0.5726 -3.5050
H -1.2702 0.8571 1.2210
H 1.3604 5.3026 -3.5631
C -0.2366 -4.1567 -3.5639
H -1.3354 -0.4795 2.3884
H 1.2133 1.8019 -1.3110
N 1.3327 -3.0602 -2.4607
H 4.9924 2.5278 3.2001
C -5.3397 -0.8007 1.4445
H -0.4871 -3.5871 0.9361
H 0.8551 -4.8694 3.1737
H 1.2907 3.5400 1.1282
C 4.7271 -1.3116 -3.2081
C -0.0026 -3.2395 -2.5086
H 1.8186 -2.6791 -1.6614
H -2.3434 -1.4007 -2.0564
H -1.2831 -5.4715 -0.5386
N 0.9897 4.5134 -3.0534
N -0.4318 -0.8349 0.4882
C 1.0051 -4.3368 -4.1671
C 0.9515 2.7183 -1.8189
C -0.3024 4.3724 -2.5750
H 0.2378 0.3662 2.1043
C 1.7569 3.4301 -2.6594
C 5.2488 -1.8432 -1.9974
H -0.1991 4.8182 2.7656
C -3.3268 3.9843 3.0597
C -0.7047 0.0383 1.6658
N 4.6077 -1.3163 -0.9076
H 1.2282 -4.9151 -5.0516
H 0.7814 2.4462 3.5033
N 2.9377 2.4469 3.8204
H 3.1374 0.1569 -3.5467
H 6.0121 -2.5966 -1.8709
H -5.8875 -1.3297 2.2244
O -4.6679 0.0358 -1.6237
H -4.5350 -1.4299 1.0642
H -4.1316 5.6889 4.2415
H -3.9912 3.1604 2.8446
H 3.0183 0.1306 -0.8101
C 3.9664 2.6744 2.8965
H 4.7524 -1.5326 0.0683
H -1.6701 0.1240 -2.6997
H 0.8490 -7.4210 2.5720
H -0.9689 5.1799 -2.8401
N -4.9046 0.6142 1.7669
H 2.8118 3.3652 -2.8818
H 2.9425 1.9390 4.6934
H 3.9958 3.2515 0.7821
C 1.7626 2.7621 3.1808
H -1.1966 -4.5978 -3.7877
C 3.6456 -0.4719 -1.4504
H -6.1756 -0.8281 0.7454
C -1.2288 4.7432 3.0829
O -3.6920 0.7326 1.9305
C -0.2816 -4.6140 1.2001
H -0.8771 -7.7610 0.4988
C 0.3545 -5.2714 2.3053
O -2.9091 1.2129 -1.0361
C 1.9724 -3.7654 -3.4075
H -1.6367 2.8832 2.2437
N -0.7827 -5.6029 0.3288
O -1.4061 -1.6214 0.3327
H -0.5290 -2.6797 -1.7497
C -2.5759 -0.4686 -2.5714
H -1.2348 2.8007 -1.3714
O 0.6810 -0.8187 -0.0854
C -3.3136 5.1917 3.7414
O -5.7910 1.3674 2.0515
C -0.5199 -6.8297 0.9129
*
```

As for the SMILES: C[N+](=O)[O-].C[N+](=O)[O-].C[N+](=O)[O-].c1cc[nH]c1.c1cc[nH]c1.c1cc[nH]c1.c1cc[nH]c1.c1cc[nH]c1.c1cc[nH]c1. The total energy is -1996.05036 hartree. For the energy relative to the best compared isomer or geometry (same formula, charge and spin), the calculation gives 0.0 kcal per mole. The value obtained for the HOMO-LUMO gap is 7.1 eV. As for the maximum force: 3.41 eV/Å.

Results of the Löwdin charge analysis, in e, for atoms 1 through 6: 0.093 -0.122 -0.392 -0.108 0.107 -0.094

=====

Below is 4 unconnected molecules or ions with the total composition C27H39NO8 at a distorted geometry, with properties calculated with ωB97M-V with the def2-TZVPD basis set.

```
! RIJCOSX wB97M-V def2-TZVPD def2/J DEFGRID3
* xyz 0 1
H -6.7871 -1.0818 3.7029
H 1.4279 -0.3466 0.1190
H 5.7516 -1.0234 -3.4666
H -6.6547 -3.1525 0.2127
C -1.6013 0.5919 0.5471
C 2.0533 -2.0132 1.4086
O -5.3817 0.1808 1.9835
C 4.6684 3.6369 -1.1855
C 2.2720 -0.6734 0.7204
O 3.1779 -0.5606 2.9043
H 5.3685 -0.5116 0.5228
O -5.7215 -2.8949 3.4398
H -7.6696 -2.5804 3.9130
C -4.5467 -0.9502 -2.0739
H 2.7431 -2.5160 3.4241
H -7.8954 -1.0388 1.7217
H -6.8167 -0.1983 0.1342
C -3.1170 0.4710 2.4373
O 5.1890 -1.0298 -1.4750
O -0.5014 0.9301 0.1353
H -1.3199 0.0078 -2.0656
H -1.1139 0.9622 2.7342
H 1.0351 -2.0657 1.8061
H 5.7233 3.9173 -3.9448
C -3.2819 -0.6640 -2.5243
H -3.8677 -1.9385 3.5207
H 2.8354 3.2795 -3.2179
C -3.9599 -0.2028 0.0812
H 4.0146 2.9138 -0.6854
N -5.8507 -0.3891 -3.9525
H 3.1499 -0.7284 0.0754
H -5.3595 -2.3611 1.1192
C -2.3156 -0.1772 -1.6791
H -3.3433 0.5674 3.4970
C 4.9760 3.2707 -3.4725
H 4.0425 -2.3007 2.2344
C -4.2564 0.1324 1.5184
H 2.2086 -2.8731 0.7583
H 1.6166 0.6418 2.3175
C -6.3394 -1.0708 -0.3140
C -4.9331 -0.7354 -0.7644
H 6.7927 -1.9524 -2.3697
H 7.6387 -0.3457 -0.2123
C 2.5477 0.2431 1.8991
H -5.0107 -1.4727 4.8256
C -2.6658 0.0523 -0.3709
H 7.1742 1.3548 -0.3508
O -6.6066 0.3263 -3.4450
O 5.4461 2.9328 -2.1621
C -4.6790 -2.2897 4.1737
H -8.2430 -2.7526 1.7542
H -3.0046 -0.8138 -3.5641
C 5.5166 -0.0688 -0.4641
C -6.3780 -2.2364 0.7461
H 4.8763 2.3623 -4.0691
H -6.8671 -1.4136 -1.2070
C -1.8796 0.6982 2.0112
C -6.8862 -2.0966 3.3055
C 6.2114 -1.0297 -2.4769
H 6.6369 1.0675 -2.7079
C 3.8602 4.6801 -1.9407
C 6.9566 0.3496 -0.7094
H 4.8336 0.7794 -0.5724
C 3.0564 -1.9427 2.5501
H 5.3329 4.0766 -0.4405
C -7.4317 -2.0244 1.8547
H 2.9328 4.9460 -1.4353
H -4.2408 -3.0537 4.8315
H 3.4332 4.6899 -4.0999
C 3.6544 3.9996 -3.2869
H 4.4509 5.5904 -2.0707
H 8.0951 0.0816 -2.5724
H 3.1980 1.0812 1.6407
O -5.4418 -1.4424 -3.0134
C 7.0708 0.1987 -2.2179
*
```

As for the SMILES: COCCCCc1c(ON=O)ccc2c1C(=O)C=CC2=O.C1CCOC1.C1CCOC1.C1CCOC1. The total energy is -1708.69371 hartree. For the energy relative to the best compared isomer or geometry (same formula, charge and spin), the calculation gives 104.3 kcal per mole. The value obtained for the HOMO-LUMO gap is 7.8 eV. As for the maximum force: 1.16 eV/Å.

Results of the Löwdin charge analysis, in e, for atoms 1 through 6: 0.104 0.089 0.114 0.112 -0.297 -0.159